[1]
Computed, not measured: C4H7NO2S as an isolated structure at a distorted geometry, with ωB97M-V/def2-TZVPD.

- Frontier orbital gap: 0.2122 Eh
- Net charge: -2
- E_HOMO: 0.25 eV
- F_max: 5.302 eV/Å

Geometry as XYZ:
```
15
Properties=species:S:1:pos:R:3:forces:R:3
C -0.31203 0.51149 -0.12988 2.706 2.150 4.020
N -1.25179 -0.59343 -0.29919 -3.024 1.427 -1.002
C -2.90549 -0.04883 -0.00736 -1.004 -1.537 3.990
O -3.02390 1.07182 0.45464 0.300 0.748 -0.760
O -3.73726 -1.00017 -0.05487 1.387 0.989 -1.074
C 1.27364 0.42830 -0.50619 -1.621 -1.493 3.332
C 1.95636 -0.70540 0.38505 1.299 -0.465 -0.988
S 3.82040 -0.67820 0.11520 -0.170 -0.053 -0.148
H 0.01604 0.70433 1.19345 -1.492 -1.229 -2.875
H -0.51905 1.62849 -0.10616 -1.075 -1.371 -1.323
H -2.03661 -0.53121 -1.08887 3.611 -0.360 -0.748
H 1.46546 0.16812 -1.53836 0.354 0.573 -0.291
H 1.68227 1.36915 -0.00805 -0.251 -0.863 -1.606
H 1.63229 -1.75258 0.09901 -0.062 1.327 0.417
H 1.93967 -0.57188 1.49157 -0.958 0.156 -0.945
```
Forces are in eV/Å.

Charges obtained by natural (NBO) population analysis, quoted in units of e: -0.21, -0.75, 0.82, -0.72, -0.77, -0.43, -0.51, -0.83, 0.09, 0.19, 0.35, 0.19, 0.20, 0.19, 0.19

---

[2]
Computed, not measured: one molecule with the formula C4H7NO2S at a distorted geometry, with ωB97M-V/def2-TZVPD.

- Frontier orbital gap: 0.3628 Eh
- Net charge: 0
- E_HOMO: -9.50 eV
- SMILES: CN(C)C(=O)C(=O)S
- F_max: 3.281 eV/Å

Geometry as XYZ:
```
15
Properties=species:S:1:pos:R:3:forces:R:3
C 0.13169 -1.14930 1.13251 -1.571 -0.684 -2.797
N -0.15993 0.18666 0.57294 0.480 0.006 2.587
C -0.11183 1.24452 1.61168 0.265 1.698 -2.066
C 0.00744 0.57761 -0.67693 0.191 1.399 -1.816
O 0.17170 1.74865 -1.02068 -0.215 -0.434 0.294
C -0.05381 -0.47217 -1.80323 0.475 0.619 0.861
O -0.05022 -1.62183 -1.51597 -0.258 -1.755 -0.506
S 0.03413 0.27296 -3.38494 -0.352 -0.522 -1.335
H 1.11333 -1.56719 0.92593 -0.019 0.136 -0.605
H -0.70355 -1.76232 0.73902 1.027 -0.377 0.306
H 0.04293 -1.17480 2.15936 -0.332 0.608 2.246
H -0.70989 2.16894 1.28609 0.683 -1.564 0.477
H -0.48257 0.81742 2.52057 -0.031 0.059 0.501
H 0.94283 1.59896 1.64880 -0.629 -0.185 0.543
H -0.17226 -0.86812 -4.19514 0.285 0.996 1.310
```
Forces are in eV/Å.

Charges obtained by natural (NBO) population analysis, quoted in units of e: -0.41, -0.40, -0.42, 0.55, -0.61, 0.33, -0.53, 0.04, 0.21, 0.23, 0.20, 0.23, 0.20, 0.21, 0.15

---

[3]
Computed, not measured: one molecule with the formula C4H7NO2S at a distorted geometry, with ωB97M-V/def2-TZVPD.

- Frontier orbital gap (spin up / spin down): 0.3357 / 0.2954 Eh
- Net charge: 0
- E_HOMO (spin up / spin down): -9.56 / -9.16 eV
- F_max: 3.974 eV/Å

Geometry as XYZ:
```
15
Properties=species:S:1:pos:R:3:forces:R:3
C -0.52057 1.20980 0.13459 -0.125 1.213 0.090
C -0.82628 2.43255 -0.27165 -3.213 -2.153 0.913
C 1.85395 -0.39370 0.43163 -2.007 0.718 0.933
C 0.97382 -1.48830 0.08559 1.200 -1.992 -2.120
N -0.32782 -1.23536 -0.52823 -0.249 -0.213 -1.744
O -1.71819 -0.75627 1.52320 1.019 0.198 0.326
O -2.49694 -0.09149 -0.68185 -0.403 -0.008 -0.628
S -1.40517 -0.27223 0.21962 -0.693 -0.071 -0.526
H -1.91932 2.80691 -0.39946 1.933 -0.883 0.017
H -0.06585 3.10463 -0.33298 1.953 2.115 -0.358
H 2.61635 -0.17627 -0.20808 2.041 0.946 -1.350
H 1.67280 0.12199 1.33294 0.308 0.574 0.891
H 1.56868 -2.11190 -0.65832 -1.040 0.552 0.589
H 0.92904 -2.13861 0.92872 -0.888 -0.536 0.795
H -0.33449 -1.01177 -1.57571 0.163 -0.459 2.172
```
Forces are in eV/Å.

Charges obtained by natural (NBO) population analysis, quoted in units of e: -0.24, -0.44, -0.24, -0.33, -0.87, -0.91, -0.93, 2.28, 0.24, 0.21, 0.17, 0.19, 0.21, 0.23, 0.42

---

[4]
Computed, not measured: one molecule with the formula C4H7NO2S at a distorted geometry, with ωB97M-V/def2-TZVPD.

- Frontier orbital gap: 0.3284 Eh
- Net charge: 0
- E_HOMO: -9.01 eV
- SMILES: N[C@@H]1[C@H](O)[C@H]1OC=S
- F_max: 8.231 eV/Å

Geometry as XYZ:
```
15
Properties=species:S:1:pos:R:3:forces:R:3
N -2.14123 -0.68729 -0.78413 3.158 0.290 0.947
C -0.91269 -0.55284 0.19492 -7.251 -1.810 0.027
C -0.32213 0.86248 0.57449 -1.437 -1.730 4.847
O -1.01624 1.94550 0.07349 2.458 1.794 -1.647
C 0.28618 -0.20723 -0.24502 5.224 2.320 -5.923
O 1.26282 -1.09704 0.16569 3.421 1.245 0.187
C 2.62043 -0.70827 0.15337 -0.873 -2.153 1.289
S 3.34496 0.67484 -0.37865 -1.143 -1.902 0.677
H -2.82404 -0.74407 -0.08205 -1.853 -0.017 0.507
H -2.31407 0.16735 -1.34634 0.466 -0.536 0.894
H -0.78389 -1.45267 0.86055 -1.040 1.366 -0.148
H -0.26291 0.83149 1.77358 0.667 0.404 -2.875
H -0.31894 2.61350 -0.30578 -1.956 -1.787 1.066
H 0.33882 0.05417 -1.37010 0.249 -0.235 1.732
H 3.04293 -1.69993 0.71597 -0.090 2.750 -1.579
```
Forces are in eV/Å.

Charges obtained by natural (NBO) population analysis, quoted in units of e: -0.82, -0.10, 0.04, -0.70, 0.01, -0.49, 0.03, -0.03, 0.35, 0.37, 0.23, 0.19, 0.48, 0.21, 0.21

---

[5]
Computed, not measured: one molecule with the formula C4H7NO2Si at a distorted geometry, with ωB97M-V/def2-TZVPD.

- Frontier orbital gap: 0.3291 Eh
- Net charge: 0
- E_HOMO: -8.16 eV
- SMILES: C[SiH2]Oc1cocn1
- F_max: 5.461 eV/Å

Geometry as XYZ:
```
15
Properties=species:S:1:pos:R:3:forces:R:3
C -0.03172 -1.24451 1.53447 -1.182 -1.215 0.896
Si -0.61515 0.52678 1.28857 -2.583 -1.764 -4.477
O -0.71400 0.87826 -0.57359 0.605 -0.573 -0.047
C -0.04220 0.83361 -1.80349 -0.434 0.508 -0.932
C -0.46180 0.98144 -3.19765 -1.598 -0.512 4.345
O 0.60835 1.18823 -3.93548 2.679 -0.678 -0.974
C 1.67321 1.02020 -3.12577 -0.857 -0.106 3.005
N 1.33059 0.82762 -1.86626 -0.323 0.267 -0.545
H -0.73082 -1.76385 2.32101 1.294 1.017 -1.373
H -0.01897 -1.91066 0.65230 -0.713 0.697 -0.015
H 0.97954 -1.39760 1.84137 0.790 0.359 0.754
H -2.18927 0.44992 1.49603 1.758 0.420 -0.002
H 0.01460 1.60089 1.95593 0.662 0.799 0.519
H -1.36452 0.77627 -3.75726 -0.048 0.452 0.413
H 2.73559 1.06860 -3.26422 -0.051 0.331 -1.566
```
Forces are in eV/Å.

Charges obtained by natural (NBO) population analysis, quoted in units of e: -1.15, 1.43, -0.86, 0.41, -0.03, -0.38, 0.27, -0.50, 0.25, 0.27, 0.25, -0.18, -0.19, 0.21, 0.21

---

[6]
Computed, not measured: an isolated ion of composition C4H7NO3 and charge -1 at a distorted geometry, with ωB97M-V/def2-TZVPD.

- <S²>: 0.754
- Frontier orbital gap (spin up / spin down): 0.1161 / 0.2421 Eh
- Net charge: -1
- E_HOMO (spin up / spin down): 0.05 / -3.39 eV
- Spin multiplicity: 2
- F_max: 2.371 eV/Å

Geometry as XYZ:
```
15
Properties=species:S:1:pos:R:3:forces:R:3
O -0.62679 1.72736 -2.05145 -0.695 0.682 0.027
C 0.19247 0.76521 -1.98650 1.409 -1.720 0.197
C 0.50909 0.02185 -0.65544 1.104 0.848 -1.920
C -0.84968 -0.24947 -0.00876 0.690 0.759 1.701
C -0.72880 -0.65535 1.44106 -0.529 0.781 0.254
O -0.51176 -1.95661 1.65657 0.140 -1.411 -1.155
O -0.81261 0.12865 2.36835 0.137 -0.361 -0.135
N 1.51468 0.81625 0.07481 -0.116 0.289 1.228
H 0.56191 0.17295 -2.85727 -0.386 0.367 -0.051
H 1.08405 -0.88667 -0.92147 -0.846 -0.102 0.089
H -1.33701 -0.96402 -0.66831 -0.387 0.108 0.351
H -1.30264 0.75437 0.11899 -0.257 -0.630 -0.876
H -0.55055 -2.24525 2.56685 0.029 0.630 0.608
H 1.46140 1.80181 -0.16793 -0.302 -0.218 -0.171
H 1.39625 0.76894 1.09051 0.009 -0.022 -0.147
```
Forces are in eV/Å.

Charges obtained by natural (NBO) population analysis, quoted in units of e: -0.78, 0.01, -0.13, -0.55, 0.79, -0.71, -0.65, -0.88, 0.06, 0.16, 0.23, 0.26, 0.48, 0.36, 0.33

---

[7]
Computed, not measured: C4H7NO3 as an isolated structure at a distorted geometry, with ωB97M-V/def2-TZVPD.

- Frontier orbital gap: 0.3558 Eh
- Net charge: 0
- E_HOMO: -9.05 eV
- F_max: 2.597 eV/Å

Geometry as XYZ:
```
15
Properties=species:S:1:pos:R:3:forces:R:3
C 1.07818 -0.38174 0.36402 0.250 -0.333 -1.957
C -0.35434 -0.72943 -1.94944 0.194 -0.031 -0.218
C 0.14117 0.50447 1.72720 -0.647 1.677 1.874
C -0.23219 0.37114 -0.97549 1.022 -0.606 1.964
O 1.39959 0.03562 1.71287 -1.098 -0.136 -0.235
O -0.77579 -0.37653 2.21564 0.546 0.142 -0.336
N -0.65693 1.48284 -0.81223 -0.617 1.081 0.925
O -0.14106 1.72429 1.63062 0.334 -1.619 -0.041
H -1.61426 0.09596 2.31035 0.115 0.092 -0.081
H -0.48833 1.85525 0.27551 -0.072 -0.278 -1.974
H 1.92763 -0.10614 -0.25657 -0.032 -0.019 -0.060
H 0.87731 -1.45004 0.32668 -0.018 0.003 0.148
H -0.91608 -0.37707 -2.81412 0.058 -0.022 0.014
H 0.63158 -1.07642 -2.25896 -0.023 -0.011 -0.061
H -0.87647 -1.57220 -1.49607 -0.012 0.061 0.038
```
Forces are in eV/Å.

Charges obtained by natural (NBO) population analysis, quoted in units of e: -0.29, -0.70, 0.96, 0.40, -0.48, -0.68, -0.58, -0.67, 0.50, 0.43, 0.20, 0.19, 0.25, 0.24, 0.25

---

[8]
Computed, not measured: C4H7NO3 as an isolated structure at a distorted geometry, with ωB97M-V/def2-TZVPD.

- Frontier orbital gap: 0.3507 Eh
- Net charge: 0
- E_HOMO: -9.46 eV
- F_max: 7.385 eV/Å

Geometry as XYZ:
```
15
Properties=species:S:1:pos:R:3:forces:R:3
C 0.76063 -2.10058 -0.90493 -1.601 -2.143 3.026
C 0.36011 -0.02290 0.39188 3.126 -2.819 0.468
C -0.65666 0.49643 -0.48228 -1.772 0.630 -0.119
C -1.63254 1.68408 -0.06444 1.461 1.191 -0.612
H 0.73751 -1.59203 -1.88723 0.640 -0.300 0.970
H -0.34673 -2.56722 -0.70827 2.651 1.196 -0.641
H 1.47797 -2.96096 -0.68835 -0.814 1.249 -1.070
H 2.19974 1.45321 2.25735 -2.263 -5.618 0.544
H -2.45801 1.45418 -0.79913 0.502 0.666 1.161
H -1.09239 2.85320 -0.47954 -1.730 -3.770 1.783
H -1.93789 1.59985 1.09607 0.810 0.637 -2.945
N 0.74793 0.81118 1.22482 -0.624 0.952 2.311
O 1.09824 -1.26322 0.34031 -3.012 1.501 -2.884
O 1.58915 0.27394 2.19406 3.521 6.482 -0.355
O -0.84706 -0.11916 -1.49032 -0.895 0.146 -1.636
```
Forces are in eV/Å.

Charges obtained by natural (NBO) population analysis, quoted in units of e: -0.27, 0.34, 0.52, -0.71, 0.22, 0.18, 0.20, 0.47, 0.24, 0.25, 0.26, -0.17, -0.51, -0.50, -0.53

---

[9]
Computed, not measured: one molecule with the formula C4H7NO3 at a distorted geometry, with ωB97M-V/def2-TZVPD.

- Frontier orbital gap: 0.3399 Eh
- Net charge: 0
- E_HOMO: -8.58 eV
- F_max: 2.288 eV/Å

Geometry as XYZ:
```
15
Properties=species:S:1:pos:R:3:forces:R:3
C 0.18823 -0.58454 0.67812 -0.378 1.236 -1.888
C -0.00047 0.87787 0.65174 0.706 0.099 2.143
N -1.16419 1.48558 0.90479 0.699 -0.034 -0.642
C -0.26037 -0.39985 -1.07132 0.385 -1.077 0.987
C 0.68141 -0.66772 -1.95331 -0.064 0.146 -0.083
O 1.41442 -0.92453 0.84961 0.029 0.163 0.074
O -0.87530 -1.25042 1.28151 0.206 -0.106 -0.054
O 1.13159 1.52500 0.64917 0.350 -1.445 -0.214
H 1.83013 0.65471 0.79304 -1.664 0.869 -0.354
H -0.57940 -2.16337 1.39051 -0.043 0.036 -0.009
H -1.26385 2.46219 0.67577 -0.159 -0.082 0.130
H -1.96568 0.90050 1.07520 -0.025 0.098 -0.098
H -1.32203 -0.33972 -1.28224 -0.024 0.083 -0.072
H 1.71406 -0.76314 -1.63579 0.010 -0.071 0.111
H 0.47146 -0.81256 -3.00679 -0.027 0.086 -0.029
```
Forces are in eV/Å.

Charges obtained by natural (NBO) population analysis, quoted in units of e: 0.51, 0.62, -0.77, -0.31, -0.37, -0.80, -0.73, -0.65, 0.53, 0.50, 0.41, 0.43, 0.19, 0.22, 0.20

---

[10]
Computed, not measured: one molecule with the formula C4H7NO3, with ωB97M-V/def2-TZVPD.

- Frontier orbital gap: 0.3747 Eh
- Net charge: 0
- E_HOMO: -9.72 eV
- SMILES: CC(=O)NCC(=O)O
- F_max: 0.691 eV/Å

Geometry as XYZ:
```
15
Properties=species:S:1:pos:R:3:forces:R:3
C -0.54935 0.55946 1.82689 0.058 0.550 0.160
C -1.25019 -0.37027 0.87816 -0.419 -0.120 0.146
O -1.98906 -1.24848 1.27063 0.119 0.003 -0.088
N -1.15687 -0.08797 -0.47108 0.503 -0.110 -0.434
C 0.03774 0.47457 -1.06415 0.024 -0.268 0.438
C 1.23310 -0.46240 -0.96944 0.264 -0.052 0.309
O 1.45490 -1.14478 -0.00756 -0.028 -0.243 -0.324
O 2.04829 -0.35020 -2.03140 -0.265 0.021 -0.638
H -0.60971 1.59759 1.48865 -0.064 -0.066 0.012
H -1.03219 0.47762 2.78933 -0.256 -0.022 0.154
H 0.49548 0.33906 1.99972 0.265 -0.306 -0.291
H -1.56971 -0.80567 -1.05014 -0.221 -0.084 0.218
H -0.15474 0.76179 -2.09099 0.035 0.148 -0.047
H 0.34953 1.32951 -0.47515 -0.052 0.476 -0.141
H 2.69277 -1.06983 -2.09348 0.037 0.073 0.523
```
Forces are in eV/Å.

Charges obtained by natural (NBO) population analysis, quoted in units of e: -0.73, 0.69, -0.59, -0.62, -0.33, 0.77, -0.58, -0.69, 0.22, 0.25, 0.25, 0.40, 0.23, 0.23, 0.50

---

[11]
Computed, not measured: one molecule with the formula C4H7NO3 at a distorted geometry, with ωB97M-V/def2-TZVPD.

- Frontier orbital gap: 0.3812 Eh
- Net charge: 0
- E_HOMO: -9.78 eV
- SMILES: C/N=C(\O)CC(=O)O
- F_max: 3.502 eV/Å

Geometry as XYZ:
```
15
Properties=species:S:1:pos:R:3:forces:R:3
C -0.83303 0.56604 -2.14768 0.290 -0.117 0.049
N -0.24402 -0.30242 -1.14960 0.985 0.277 1.830
C 0.52237 0.18307 -0.22886 -1.150 -0.338 -3.291
O 0.93585 1.46448 -0.16676 0.239 0.503 0.661
C 1.08858 -0.69656 0.83698 0.157 0.099 0.125
C -0.10616 -1.02789 1.66682 -2.049 -2.613 0.702
O -0.92296 -1.92544 1.44123 1.831 1.804 0.279
O -0.24046 -0.25558 2.76569 -0.183 -0.104 -0.061
H -0.06015 0.99513 -2.79399 -0.026 0.138 -0.071
H -1.50174 -0.01981 -2.78466 0.099 0.131 0.181
H -1.41341 1.37541 -1.69295 -0.067 0.086 -0.059
H 0.46981 2.03807 -0.78969 -0.038 -0.311 -0.067
H 1.84093 -0.17378 1.43465 -0.189 -0.060 -0.194
H 1.50132 -1.60971 0.39746 -0.235 0.224 0.089
H -1.03694 -0.61102 3.21135 0.337 0.280 -0.174
```
Forces are in eV/Å.

Charges obtained by natural (NBO) population analysis, quoted in units of e: -0.46, -0.48, 0.56, -0.68, -0.57, 0.79, -0.58, -0.68, 0.19, 0.22, 0.18, 0.49, 0.25, 0.27, 0.50

---

[12]
Computed, not measured: a 2-piece molecular cluster, C4H7NO3 overall at a distorted geometry, with ωB97M-V/def2-TZVPD.

- Frontier orbital gap: 0.3296 Eh
- Net charge: 0
- E_HOMO: -8.44 eV
- SMILES: C/C(O)=C\O.N=C=O
- F_max: 3.837 eV/Å

Geometry as XYZ:
```
15
Properties=species:S:1:pos:R:3:forces:R:3
C 1.49908 0.48760 1.79785 0.380 -0.472 1.678
C 0.13012 0.59806 1.10488 3.303 -0.308 1.832
O -0.71535 0.98658 2.07424 -3.676 0.607 -0.917
C -0.06122 0.43436 -0.18077 0.356 -0.128 0.454
O 0.95404 0.07245 -1.04545 -1.871 -0.643 -1.362
H 1.36878 0.90362 2.88742 0.595 -0.152 -2.380
H 1.95633 -0.50933 2.02263 -1.221 0.060 -0.465
H 2.33482 0.88098 1.20679 -0.312 0.872 0.366
H -1.62876 1.16740 1.66386 1.854 -0.402 1.000
H -1.08360 0.46131 -0.50213 -0.063 0.052 -1.119
H 1.83923 0.29052 -0.81008 0.651 0.547 0.885
N -1.23312 -1.13324 -2.92384 0.293 0.108 -0.199
C -1.98304 -1.73123 -2.23577 -0.724 0.177 -1.543
O -2.91727 -2.32218 -1.86324 -0.126 -0.496 1.305
H -0.46003 -0.58689 -3.19639 0.560 0.175 0.465
```
Forces are in eV/Å.

Charges obtained by natural (NBO) population analysis, quoted in units of e: -0.69, 0.25, -0.67, 0.00, -0.71, 0.25, 0.23, 0.21, 0.48, 0.18, 0.49, -0.76, 0.85, -0.54, 0.45